Entry from the Open Molecules 2025 dataset: one molecule with the formula C4H8N2O2 in a non-equilibrium geometry (ωB97M-V/def2-TZVPD).

```
16
C4H8N2O2 (ωB97M-V/def2-TZVPD)
O -2.67 0.73 0.39
N -1.43 1.07 0.88
C -0.47 0.34 0.45
C 0.92 0.55 1.09
N 1.83 -0.23 0.23
C 1.08 -0.60 -0.97
C -0.28 -0.83 -0.45
O -1.31 -1.01 -1.41
H -3.16 1.17 1.13
H 1.14 0.34 2.10
H 1.10 1.69 0.89
H 2.67 0.17 -0.05
H 1.11 0.15 -1.79
H 1.57 -1.58 -1.39
H -0.24 -1.75 0.19
H -1.85 -0.19 -1.30
```

Summary:
**SMILES string**: O/N=C1/CNC[C@@H]1O
**Multiplicity**: 1
**HOMO-LUMO gap**: 9.86 eV
**ΔE to the lowest compared entry with this formula, charge and spin**: 97.1 kcal per mole
**Energy**: -417.1012 a.u.
**LUMO**: 0.84 eV